1.
{"formula": "C2H4N3P3", "method": "wB97M-V/def2-TZVPD", "symbols": ["C", "C", "N", "N", "N", "P", "P", "P", "H", "H", "H", "H"], "positions_angstrom": [[0.835, -0.691, -0.826], [-0.044, -0.054, -0.034], [-4.309, -1.068, -0.424], [-3.716, 1.404, 0.130], [-1.283, 0.352, -0.409], [-2.996, -1.444, 0.387], [-4.808, 0.513, -0.574], [-2.404, 0.590, 0.706], [1.874, -0.851, -0.575], [0.380, -1.204, -1.678], [0.179, 0.223, 0.964], [-1.773, 0.902, 1.938]], "forces_ev_per_a": [[-1.06, -0.42, 0.14], [1.28, -0.25, -0.47], [-0.45, 0.16, -0.40], [1.18, 0.63, 0.83], [-1.64, -0.57, -0.89], [0.28, -0.54, -0.16], [-0.26, -0.71, -0.02], [-0.34, 0.33, -0.07], [-0.18, -0.09, 0.16], [0.59, 0.48, -0.21], [1.04, 0.44, 1.09], [-0.47, 0.54, -0.01]], "lowdin_charge": [0.00, -0.43, -0.71, -0.54, -0.26, 0.71, 0.68, 0.40, 0.04, 0.06, 0.06, 0.00], "e_above_lowest_kcal_mol": 28.2, "gap_ha": [0.2271, 0.2272], "e_tot_ha": -1266.86767, "e_homo_ev": [-8.002, -8.003]}

=====

2.
{"formula": "C2H4N4", "method": "wB97M-V/def2-TZVPD", "symbols": ["C", "N", "N", "C", "N", "N", "H", "H", "H", "H"], "positions_angstrom": [[-1.595, -0.010, 0.093], [-0.167, -0.150, 0.501], [0.756, 0.949, 0.661], [1.868, 0.397, 0.241], [1.677, -0.928, -0.214], [0.438, -1.180, -0.051], [-2.234, -0.865, 0.370], [-1.642, 0.094, -0.999], [-1.980, 0.884, 0.567], [2.884, 0.807, 0.178]], "forces_ev_per_a": [[0.20, 0.46, 0.18], [1.03, 1.23, -0.64], [-1.16, -1.79, -0.57], [-0.58, -1.46, -0.43], [0.43, 1.17, 0.60], [0.11, -0.18, 0.02], [0.83, 0.21, 0.17], [0.08, 0.09, 0.32], [-0.04, 0.11, 0.02], [-0.89, 0.16, 0.32]], "lowdin_charge": [-0.02, -0.21, 0.10, -0.21, 0.00, -0.02, 0.09, 0.08, 0.07, 0.10], "e_above_lowest_kcal_mol": 45.0, "gap_ha": 0.4207, "smiles": "Cn1ncnn1", "e_tot_ha": -297.57261, "e_homo_ev": -10.705}

=====

3.
{"formula": "C2H4N4", "method": "wB97M-V/def2-TZVPD", "symbols": ["C", "N", "N", "C", "N", "N", "H", "H", "H", "H"], "positions_angstrom": [[0.545, -0.480, 1.866], [0.097, -0.179, 0.495], [0.411, -0.893, -0.550], [-0.028, -0.137, -1.494], [-0.676, 0.983, -1.048], [-0.551, 0.915, 0.237], [1.560, -1.254, 1.559], [0.792, 0.671, 2.418], [-0.455, -1.034, 2.395], [0.039, -0.464, -2.541]], "forces_ev_per_a": [[0.25, -0.44, 0.51], [0.23, 0.27, 2.34], [1.03, -0.60, 0.67], [-1.36, 0.42, -2.80], [0.58, -0.68, -0.68], [-0.21, 0.62, 0.16], [-3.21, 2.43, 1.85], [-0.57, -3.98, -1.63], [3.36, 1.39, -1.06], [-0.10, 0.55, 0.64]], "lowdin_charge": [-0.07, -0.35, 0.09, -0.24, 0.02, 0.02, 0.15, 0.15, 0.13, 0.11], "e_above_lowest_kcal_mol": 73.7, "gap_ha": 0.4191, "smiles": "Cn1ncnn1", "e_tot_ha": -297.52689, "e_homo_ev": -10.596}

=====

4.
{"formula": "C2H4N4", "method": "wB97M-V/def2-TZVPD", "symbols": ["H", "N", "C", "N", "N", "C", "N", "H", "H", "H"], "positions_angstrom": [[-0.828, -1.006, -1.835], [-0.645, -0.149, -1.327], [-0.086, -0.279, -0.214], [0.593, -1.455, 0.270], [0.180, 0.844, 0.543], [-0.280, 2.039, 0.185], [-0.467, 3.181, 0.003], [0.563, -2.219, -0.330], [0.464, -1.723, 1.225], [0.505, 0.767, 1.481]], "forces_ev_per_a": [[0.24, -0.05, 0.16], [-0.75, 0.32, -0.40], [1.55, -2.24, -0.27], [-0.59, 2.63, 0.63], [-0.42, -0.18, 0.25], [0.00, 3.29, -0.33], [0.00, -2.41, 0.26], [-0.27, -1.27, -1.17], [-0.11, 0.07, 0.43], [0.35, -0.17, 0.45]], "lowdin_charge": [0.06, 0.14, -0.52, 0.12, 0.08, -0.30, 0.15, 0.06, 0.08, 0.14], "e_above_lowest_kcal_mol": 19.1, "gap_ha": 0.3781, "smiles": "[H]/N=C(\\N)NC#N", "e_tot_ha": -297.61384, "e_homo_ev": -9.889}

=====

5.
{"formula": "C2H4N4O", "method": "wB97M-V/def2-TZVPD", "symbols": ["H", "N", "C", "N", "C", "O", "N", "N", "H", "H", "H"], "positions_angstrom": [[-2.689, -0.356, -1.446], [-1.969, 0.470, -1.113], [-0.905, 0.234, -0.472], [0.088, 1.161, -0.185], [1.064, 0.485, 0.377], [2.351, 0.915, 0.391], [0.635, -0.838, 0.633], [-0.667, -0.870, 0.271], [2.192, 1.765, -0.065], [0.691, -1.073, 1.692], [-0.791, -1.893, -0.084]], "forces_ev_per_a": [[2.88, 2.39, 1.83], [-2.19, -1.25, -2.51], [-2.94, 0.84, -0.18], [2.22, 0.11, -0.03], [-1.96, -0.16, -1.87], [-2.11, -0.30, 0.57], [4.44, -0.04, 4.25], [-0.86, -4.94, -0.22], [0.70, 0.08, 0.15], [0.40, 0.44, -2.24], [-0.60, 2.84, 0.27]], "lowdin_charge": [0.11, 0.08, -0.60, 0.17, -0.39, 0.11, 0.01, 0.00, 0.13, 0.19, 0.20], "e_above_lowest_kcal_mol": 61.8, "gap_ha": 0.3342, "smiles": "[H]/N=c1/nc(O)[nH][nH]1", "e_tot_ha": -372.80192, "e_homo_ev": -8.547}

=====

6.
{"formula": "C2H4N4O", "method": "wB97M-V/def2-TZVPD", "symbols": ["C", "C", "N", "N", "N", "N", "O", "H", "H", "H", "H"], "positions_angstrom": [[1.590, 1.075, -0.030], [-1.953, -0.413, -0.005], [2.691, 0.395, -0.200], [2.332, -0.902, -0.110], [1.089, -1.041, 0.101], [0.620, 0.170, 0.158], [-1.207, 0.663, 0.372], [1.432, 2.129, -0.036], [-2.972, -0.165, 0.323], [-1.665, -1.335, 0.517], [-1.957, -0.575, -1.091]], "forces_ev_per_a": [[-0.47, -0.23, 0.03], [-0.29, -1.41, -0.58], [0.21, 0.39, 0.00], [1.53, -0.60, -0.22], [-1.69, -0.42, 0.24], [-3.91, 1.77, 0.36], [4.63, -0.16, 0.03], [0.03, 0.34, 0.00], [0.05, 0.16, 0.05], [-0.08, 0.15, -0.07], [-0.01, 0.00, 0.17]], "lowdin_charge": [-0.18, -0.19, 0.02, -0.05, 0.00, 0.02, -0.03, 0.11, 0.11, 0.09, 0.09], "e_above_lowest_kcal_mol": 140.6, "gap_ha": 0.3116, "e_tot_ha": -372.67622, "e_homo_ev": -10.928}

=====

7.
{"formula": "C2H4N4O2", "method": "wB97M-V/def2-TZVPD", "symbols": ["N", "N", "O", "C", "N", "C", "N", "O", "H", "H", "H", "H"], "positions_angstrom": [[1.421, -1.615, -0.009], [0.864, -0.334, -0.188], [1.698, 0.838, 0.187], [0.754, 1.826, 0.109], [-0.421, 1.500, -0.262], [-0.421, -0.056, -0.064], [-1.386, -0.765, 0.104], [-2.453, 0.162, 0.133], [1.354, -2.438, -0.745], [0.964, -1.958, 0.950], [0.997, 3.009, 0.056], [-3.371, -0.168, -0.271]], "forces_ev_per_a": [[-1.42, -0.98, 3.07], [3.08, -2.79, -1.55], [-1.03, -0.67, 0.32], [-0.36, 2.02, -2.10], [-0.02, -2.25, 1.82], [2.96, 7.09, -1.32], [-4.06, -2.46, 0.12], [-4.09, -0.38, -0.66], [-0.36, 3.25, 1.32], [1.49, 0.39, -2.77], [0.28, -3.28, 0.53], [3.51, 0.05, 1.21]], "lowdin_charge": [0.05, -0.13, 0.03, -0.22, 0.15, -0.42, 0.05, -0.14, 0.15, 0.14, 0.18, 0.16], "e_above_lowest_kcal_mol": 140.0, "gap_ha": 0.3526, "smiles": "Nn1ocn/c1=N\\O", "e_tot_ha": -447.87931, "e_homo_ev": -8.849}

=====

8.
{"formula": "C2H4N4O2", "method": "wB97M-V/def2-TZVPD", "symbols": ["H", "N", "N", "O", "H", "C", "C", "O", "N", "N", "H", "H"], "positions_angstrom": [[-1.272, 1.033, -0.869], [-1.543, 0.178, -1.232], [-2.566, -0.303, -0.894], [-3.409, 0.642, -0.154], [-4.186, 0.138, 0.233], [1.264, -0.869, 0.576], [2.105, -0.268, -0.323], [2.656, 0.814, 0.249], [2.268, 0.841, 1.583], [1.528, -0.155, 1.714], [0.627, -1.717, 0.420], [2.528, -0.334, -1.302]], "forces_ev_per_a": [[0.07, 2.92, 1.02], [1.58, -2.46, -1.39], [-2.72, -0.17, 0.68], [-0.39, -0.75, 0.61], [1.48, 0.46, -0.91], [2.35, 1.20, -1.22], [0.01, 1.07, 0.29], [0.65, -0.06, -0.41], [-0.45, -1.25, -0.85], [-1.89, -0.20, 2.21], [-0.08, -0.08, 0.55], [-0.61, -0.67, -0.58]], "lowdin_charge": [0.04, 0.07, -0.09, -0.11, 0.10, -0.10, -0.11, -0.05, 0.04, -0.01, 0.10, 0.12], "e_above_lowest_kcal_mol": 98.6, "gap_ha": 0.4185, "smiles": "[H]/N=N\\O.c1conn1", "e_tot_ha": -447.94523, "e_homo_ev": -10.446}

=====

9.
{"formula": "C2H4N4O5", "method": "wB97M-V/def2-TZVPD", "symbols": ["C", "C", "N", "N", "N", "N", "O", "O", "O", "O", "O", "H", "H", "H", "H"], "positions_angstrom": [[-1.357, -0.896, -0.866], [-0.423, -0.286, 0.063], [0.581, -0.935, 0.514], [-0.675, -1.015, -2.202], [2.600, 1.520, 2.422], [-0.615, 1.191, 0.347], [1.687, 0.812, 2.495], [0.441, 1.737, 0.551], [1.475, -0.695, 1.363], [3.560, 1.608, 1.714], [-1.749, 1.606, 0.327], [-1.447, -1.927, -0.390], [-2.394, -0.428, -0.829], [-0.865, -1.942, -2.564], [-0.819, -0.351, -2.943]], "forces_ev_per_a": [[-1.03, -1.61, -0.97], [0.88, 1.15, 1.04], [-0.46, 0.75, 0.85], [-0.49, -1.24, 0.95], [2.63, 1.95, -0.02], [0.83, -2.35, -0.09], [-1.60, 0.38, 1.69], [-0.55, 1.57, -0.01], [-0.67, -2.26, -2.43], [-0.75, -0.32, 0.12], [0.41, 0.69, 0.12], [-0.23, 0.97, -1.29], [1.47, -0.39, -0.16], [0.09, 0.22, -0.14], [-0.54, 0.50, 0.33]], "lowdin_charge": [-0.20, -0.21, 0.08, 0.02, -0.16, -0.32, 0.06, 0.09, 0.03, 0.11, 0.10, 0.14, 0.13, 0.06, 0.06], "e_above_lowest_kcal_mol": 107.7, "gap_ha": [0.3199, 0.3282], "e_tot_ha": -673.45839, "e_homo_ev": [-9.802, -9.941]}

=====

10.
{"formula": "C2H4N4OS", "method": "wB97M-V/def2-TZVPD", "symbols": ["O", "N", "C", "N", "S", "C", "N", "N", "H", "H", "H", "H"], "positions_angstrom": [[2.144, -0.123, -1.356], [0.886, 0.611, -1.485], [0.045, 0.459, -0.396], [-0.930, 1.270, -0.116], [-1.850, 0.972, 1.278], [-1.772, -0.691, 1.290], [-0.772, -1.353, 0.761], [0.365, -0.532, 0.489], [2.540, 0.223, -0.555], [1.011, 1.562, -1.755], [-2.662, -1.230, 1.696], [0.995, -1.167, 0.148]], "forces_ev_per_a": [[-1.71, 1.02, -0.56], [0.56, -1.40, 0.26], [-0.88, 1.78, 1.32], [0.97, -0.21, -1.41], [0.47, 1.73, -0.29], [0.95, -3.04, -0.53], [-2.10, 0.56, 1.96], [-2.06, 0.14, 0.93], [0.44, 0.25, 0.39], [0.38, 0.61, -0.33], [0.92, 0.16, -0.62], [2.05, -1.58, -1.12]], "lowdin_charge": [-0.03, 0.05, -0.51, -0.25, 0.92, -0.54, 0.00, 0.01, 0.09, 0.13, 0.08, 0.08], "e_above_lowest_kcal_mol": 60.4, "gap_ha": 0.3239, "smiles": "ONC1=NSC=NN1", "e_tot_ha": -770.94174, "e_homo_ev": -8.277}

=====

11.
{"formula": "C2H4N4S", "method": "wB97M-V/def2-TZVPD", "symbols": ["C", "C", "N", "N", "N", "N", "S", "H", "H", "H", "H"], "positions_angstrom": [[-1.592, 1.339, 0.097], [-3.789, 0.250, 0.021], [-2.885, 1.040, 0.068], [-0.578, 0.466, 0.088], [-0.651, -0.819, 0.017], [0.537, -1.477, 0.217], [-5.121, -0.559, -0.031], [-1.344, 2.385, 0.089], [0.354, 0.908, 0.156], [1.376, -0.963, -0.061], [0.484, -2.388, -0.221]], "forces_ev_per_a": [[0.55, 1.01, 0.01], [0.69, 0.94, 0.07], [-0.78, -1.17, -0.10], [0.86, -0.37, 0.12], [-1.34, 0.16, -0.31], [0.75, 0.15, 0.44], [-0.47, -0.57, -0.03], [0.33, -0.03, 0.03], [-0.47, -0.16, 0.00], [-0.16, -0.19, -0.19], [0.04, 0.23, -0.05]], "lowdin_charge": [-0.20, -0.78, 0.05, -0.05, -0.09, -0.02, 0.68, 0.10, 0.16, 0.07, 0.08], "e_above_lowest_kcal_mol": 84.7, "gap_ha": [0.2628, 0.2722], "e_tot_ha": -695.69696, "e_homo_ev": [-6.582, -6.947]}

=====

12.
{"formula": "C2H4N4S", "method": "wB97M-V/def2-TZVPD", "symbols": ["C", "C", "N", "N", "N", "N", "S", "H", "H", "H", "H"], "positions_angstrom": [[-0.834, 2.520, 0.028], [-0.811, 0.010, 0.092], [-0.887, 1.307, -0.031], [1.314, 0.456, 0.080], [0.419, -0.471, 0.063], [0.599, -1.794, -0.133], [-2.164, -1.070, 0.059], [-0.809, 3.467, -0.510], [2.233, 0.058, 0.069], [1.432, -2.256, 0.205], [-0.493, -2.228, 0.078]], "forces_ev_per_a": [[-0.25, -3.33, 0.43], [-4.00, -1.06, -0.39], [-0.13, 4.52, -0.11], [1.19, -0.01, 0.23], [3.23, 0.48, -0.05], [-3.46, -1.48, 0.10], [0.20, 0.30, 0.20], [-0.08, -0.64, -0.15], [0.58, -0.59, -0.13], [0.03, 0.67, 0.44], [2.69, 1.14, -0.57]], "lowdin_charge": [0.18, -0.83, 0.01, 0.12, -0.34, 0.06, 0.51, 0.08, 0.05, 0.10, 0.05], "e_above_lowest_kcal_mol": 143.4, "gap_ha": [0.2412, 0.2416], "e_tot_ha": -695.60340, "e_homo_ev": [-7.194, -7.227]}